Computed, not measured: 2 unconnected molecules or ions with the total composition C3H9NO2S, with ωB97M-V/def2-TZVPD.

Summary:
Energy above the lowest of the compared OMol25 structures with the same formula, charge and spin: 43.1 kcal/mol
Multiplicity: 1
Kohn-Sham gap: 9.53 eV
LUMO: 0.02152 Ha
HOMO: -8.9442 eV

Cartesian coordinates (Å):
C  -0.570  0.017  -1.500
N  0.156  -0.624  -0.428
C  -0.487  -1.740  0.213
C  1.251  -0.036  0.078
O  1.755  0.987  -0.352
H  -1.374  0.654  -1.112
H  0.125  0.637  -2.067
H  -1.007  -0.740  -2.153
H  -1.467  -1.447  0.602
H  -0.627  -2.556  -0.498
H  0.122  -2.092  1.041
H  1.702  -0.614  0.901
O  0.486  2.696  1.292
S  -0.133  1.420  2.106
H  1.167  2.380  0.657
H  -1.098  1.057  1.222


Computed, not measured: 2 unconnected molecules or ions with the total composition C3H9NO3 at a distorted geometry, with ωB97M-V/def2-TZVPD.

Summary:
Energy above the lowest of the compared OMol25 structures with the same formula, charge and spin: 45.1 kcal/mol
Multiplicity: 1
Kohn-Sham gap: 10.32 eV
LUMO: 0.01967 Ha
HOMO: -9.7889 eV

Cartesian coordinates (Å):
N  -0.824  -1.660  -1.319
C  0.028  -0.576  -0.991
C  -0.320  0.786  -0.531
C  0.915  1.617  -0.090
O  2.066  1.162  -0.046
O  0.742  2.972  -0.178
H  -1.591  -1.458  -1.976
H  -1.398  -2.061  -0.675
H  0.591  -0.293  -1.878
H  0.763  -0.972  -0.255
H  -0.750  1.222  -1.447
H  -1.209  0.756  0.202
H  1.668  3.289  -0.242
O  -1.946  -3.284  2.750
H  -1.142  -3.219  3.203
H  -1.799  -3.406  1.764


Computed, not measured: 2 unconnected molecules or ions with the total composition C3H9NO3 at a distorted geometry, with ωB97M-V/def2-TZVPD.

Summary:
Energy above the lowest of the compared OMol25 structures with the same formula, charge and spin: 154.2 kcal/mol
Multiplicity: 1
Kohn-Sham gap: 9.46 eV
LUMO: 0.01102 Ha
HOMO: -9.1564 eV

Cartesian coordinates (Å):
H  1.280  -2.538  0.148
N  0.720  -1.935  0.758
C  -0.282  -1.384  0.165
O  -1.294  -0.599  -0.479
C  -2.174  0.010  0.483
H  -0.233  -1.912  -0.812
H  -1.693  0.185  1.448
H  -3.072  -0.598  0.602
H  -2.430  0.991  0.076
O  0.737  1.903  0.355
C  1.134  1.020  -0.685
O  2.378  0.467  -0.368
H  1.414  2.599  0.389
H  1.233  1.579  -1.620
H  0.068  0.410  -0.789
H  2.214  -0.196  0.331


Computed, not measured: a single C3H9NO3 molecule at a distorted geometry, with ωB97M-V/def2-TZVPD.

Summary:
Energy above the lowest of the compared OMol25 structures with the same formula, charge and spin: 83.4 kcal/mol
Multiplicity: 1
Kohn-Sham gap: 10.65 eV
LUMO: 0.03285 Ha
HOMO: -9.7568 eV

Cartesian coordinates (Å):
C  -1.176  -0.043  2.237
N  0.166  0.281  1.797
O  0.175  0.579  0.296
C  0.644  -0.597  -0.237
O  -0.348  -1.450  -0.641
O  1.487  -0.097  -1.372
C  0.815  0.543  -2.435
H  -1.454  -1.010  1.817
H  -1.149  -0.136  3.323
H  -1.929  0.703  1.962
H  0.458  1.183  2.167
H  1.349  -1.152  0.386
H  -1.016  -0.947  -1.126
H  1.587  0.855  -3.139
H  0.125  -0.135  -2.954
H  0.265  1.421  -2.081


Computed, not measured: a single C3H9NO3 molecule, with ωB97M-V/def2-TZVPD.

Summary:
Energy above the lowest of the compared OMol25 structures with the same formula, charge and spin: 95.8 kcal/mol
Multiplicity: 1
Kohn-Sham gap: 10.10 eV
LUMO: 0.02791 Ha
HOMO: -9.3388 eV

Cartesian coordinates (Å):
C  0.751  1.744  -0.717
C  0.943  0.414  -0.003
O  2.188  0.431  0.617
O  -0.066  0.231  0.993
N  -0.942  -0.844  0.863
C  -1.780  -0.756  -0.316
O  -0.195  -2.052  0.793
H  -0.179  1.746  -1.277
H  1.588  1.905  -1.390
H  0.732  2.536  0.025
H  0.888  -0.428  -0.717
H  2.260  -0.328  1.207
H  -2.305  0.194  -0.263
H  -1.226  -0.830  -1.258
H  -2.493  -1.575  -0.257
H  -0.164  -2.389  1.699


Computed, not measured: 2 unconnected molecules or ions with the total composition C3H9NO3 at a distorted geometry, with ωB97M-V/def2-TZVPD.

Summary:
Energy above the lowest of the compared OMol25 structures with the same formula, charge and spin: 41.6 kcal/mol
Multiplicity: 1
Kohn-Sham gap: 10.49 eV
LUMO: 0.02367 Ha
HOMO: -9.8467 eV

Cartesian coordinates (Å):
N  -2.767  -0.345  -0.468
C  -1.750  -1.062  0.354
C  -0.596  -0.146  0.689
O  0.175  0.289  -0.456
C  0.821  1.437  -0.437
O  0.728  2.268  0.450
H  -2.386  -0.076  -1.414
H  -3.543  -1.020  -0.673
H  -2.303  -1.453  1.254
H  -1.314  -1.906  -0.092
H  -0.984  0.755  1.116
H  0.059  -0.674  1.461
H  1.575  1.584  -1.177
O  3.013  -1.780  -0.028
H  2.521  -0.971  0.163
H  3.581  -1.409  -0.723